Density functional theory data (ωB97M-V with the def2-TZVPD basis set) for one molecule with the formula C3H8N2S in a non-equilibrium geometry.

2S+1 = 1
Strongest force on any atom = 0.03268 hartree/bohr
LUMO energy = 0.027 hartree
Total charge = 0
Relative energy (zero: lowest compared OMol25 entry of this formula, charge and spin) = 1.473 eV
Gap between HOMO and LUMO = 9.9 eV
SMILES = CC/N=C\NS

Positions of all 14 atoms, in Å:
S (3.5535, -0.0627, -0.1892)
N (1.8601, -0.1512, -0.0579)
N (-0.2703, 0.9446, -0.1213)
C (1.0120, 0.9526, -0.0347)
C (-0.9400, -0.3583, -0.0464)
C (-2.4245, -0.1346, -0.1172)
H (1.4253, -1.0497, -0.0937)
H (-0.7197, -0.8772, 0.8719)
H (-0.6283, -0.9806, -0.9211)
H (-2.9518, -1.0800, -0.1585)
H (1.5410, 1.9506, -0.0748)
H (-2.6985, 0.4438, 0.7825)
H (3.8272, -0.0883, 1.1550)
H (-2.5862, 0.4911, -0.9948)

Force components x, y, z for each atom (eV/Å):
-0.60 0.03 0.87
0.02 0.65 0.15
1.39 -0.38 0.87
-0.38 1.06 -0.98
0.36 0.23 -1.26
0.22 0.70 0.37
0.00 -0.39 -0.02
0.47 -0.34 0.44
-0.06 0.12 0.55
-0.31 -0.02 -0.07
-0.46 -1.23 0.15
-0.24 -0.28 -0.44
0.07 0.01 -0.64
-0.48 -0.15 0.01